# 1
ORCA calculation (wB97M-V/def2-TZVPD) on H2INS as an isolated structure.

Results
- ΔE to the lowest compared entry with this formula, charge and spin (kcal per mole) = 47.3
- lowest unoccupied orbital energy (spin up / spin down) (eV) = 0.5 / -2.6
- multiplicity = 3
- E_tot (eV) = -20454.1806
- E_HOMO (spin up / spin down) (eV) = -6.379 / -9.010
- HOMO-LUMO gap (spin up / spin down) (eV) = 6.9 / 6.4
- charge = 0

Cartesian coordinates (Å):
N -0.3978 -0.2830 -0.1907
S -0.0422 0.9445 0.9711
I 0.9484 -0.7483 -1.6522
H -1.4273 0.0637 -0.6213
H 0.9188 0.0231 1.4931

Cartesian forces, eV/Å:
-5.91 3.92 0.92
1.03 -2.50 0.98
2.65 -1.54 -2.78
2.99 -1.55 1.28
-0.76 1.67 -0.41

# 2
ORCA calculation (wB97M-V/def2-TZVPD) on H2IO6P3 as an isolated structure.

Results
- ΔE to the lowest compared entry with this formula, charge and spin (kcal per mole) = 5.3
- lowest unoccupied orbital energy (eV) = -0.5
- E_tot (eV) = -48290.2921
- E_HOMO (eV) = -10.600
- HOMO-LUMO gap (eV) = 10.1
- charge = 0

Cartesian coordinates (Å):
O 1.1231 -1.3814 1.4448
O -1.2379 -1.2925 0.2351
O -0.1617 0.7935 0.8607
O -1.4260 0.7795 -1.1562
O 0.8740 -0.5060 -0.9371
O -2.1301 -1.3820 -2.1139
P -0.4395 1.7956 -0.3713
P 0.2509 -0.6538 0.5233
P -2.1295 -0.6288 -0.8771
I -4.1051 0.0748 0.3727
H 1.5612 -1.1259 -1.0978
H -1.4437 2.2848 0.3994

Cartesian forces, eV/Å:
-1.09 0.33 -0.31
1.48 -0.16 1.15
1.38 -0.34 1.95
-0.83 -0.33 -1.18
-1.06 0.82 0.39
-1.06 -0.47 -0.10
-0.27 1.29 -1.05
1.26 -2.46 0.35
-0.26 1.14 -0.98
0.44 -0.43 -0.50
1.08 -0.94 -0.24
-1.07 1.55 0.53

# 3
ORCA calculation (wB97M-V/def2-TZVPD) on H2KO as an isolated structure.

Results
- ΔE to the lowest compared entry with this formula, charge and spin (kcal per mole) = 8.8
- lowest unoccupied orbital energy (eV) = -4.5
- E_tot (eV) = -18399.5145
- E_HOMO (eV) = -15.145
- HOMO-LUMO gap (eV) = 10.7
- charge = +1

Cartesian coordinates (Å):
O -0.1521 0.7106 -0.1661
H -0.6214 0.7574 0.6976
H -0.5727 1.4106 -0.7151
K 1.3462 -2.8787 0.1836

Cartesian forces, eV/Å:
-0.81 0.38 0.45
0.42 0.15 -0.95
0.44 -0.72 0.56
-0.05 0.19 -0.07

# 4
ORCA calculation (wB97M-V/def2-TZVPD) on H2KS as an isolated structure.

Results
- lowest unoccupied orbital energy (eV) = -4.3
- E_tot (eV) = -27187.1860
- E_HOMO (eV) = -13.949
- HOMO-LUMO gap (eV) = 9.6
- charge = +1

Cartesian coordinates (Å):
S 0.1198 0.3309 -0.0511
H 0.5150 1.3183 0.7738
H 0.3533 1.0804 -1.1444
K -0.9881 -2.7295 0.4217

Cartesian forces, eV/Å:
0.17 0.47 -0.07
-0.10 -0.26 0.01
-0.09 -0.26 0.07
0.02 0.05 -0.01